1.
This record from the OMol25 dataset describes C70H59AsF4HfN2O3P2S2Te as an isolated structure in a non-equilibrium geometry. The level of theory is wB97M-V/def2-TZVPD.

Results
HOMO energy in Eh: -0.2846
Energy above the lowest of the compared OMol25 structures with the same formula, charge and spin in kJ/mol: 2.33
Lowest unoccupied orbital energy in eV: -0.65

Structure (ORCA input):
```
! RIJCOSX wB97M-V def2-TZVPD def2/J DEFGRID3
* xyz 0 1
Hf 0.88 -0.01 0.90
C -1.20 -7.48 1.56
C 0.27 -7.34 1.23
C 0.65 -8.22 0.04
C 2.11 -8.06 -0.31
C 2.40 -6.62 -0.61
C 3.40 -6.26 -1.48
C 3.66 -4.91 -1.73
F 4.67 -4.61 -2.57
C 2.94 -3.91 -1.15
C 1.90 -4.27 -0.27
C 1.14 -3.21 0.38
O 1.34 -2.02 0.03
C 0.24 -3.61 1.39
C 0.03 -4.95 1.59
N 0.64 -5.93 0.93
C 1.64 -5.61 0.01
C -0.51 -2.65 2.25
O -1.29 -3.06 3.10
O -0.27 -1.39 2.05
H -1.47 -8.53 1.54
H -1.82 -6.96 0.83
H -1.45 -7.10 2.55
H 0.88 -7.65 2.09
H 0.02 -7.95 -0.81
H 0.42 -9.26 0.30
H 2.39 -8.68 -1.16
H 2.73 -8.39 0.54
H 4.00 -7.01 -1.97
H 3.14 -2.87 -1.35
H -0.69 -5.23 2.35
C 0.33 1.26 5.31
Te 1.50 0.07 3.99
C 3.32 1.01 4.55
H 0.70 1.07 6.31
H -0.71 0.97 5.23
H 0.45 2.31 5.05
H 3.07 1.83 5.22
H 3.84 1.38 3.66
H 3.94 0.28 5.05
C -3.05 0.61 0.44
C -4.36 1.35 0.63
As -5.68 1.06 -0.82
C -4.84 2.21 -2.16
C -5.25 3.51 -2.44
C -4.61 4.26 -3.42
C -3.54 3.72 -4.13
C -3.14 2.42 -3.86
C -3.79 1.67 -2.89
C -7.05 2.24 -0.09
C -8.37 1.82 -0.18
C -9.41 2.59 0.33
C -9.13 3.80 0.94
C -7.82 4.24 1.04
C -6.78 3.47 0.52
P -1.70 1.24 1.51
C -2.54 1.24 3.13
C -3.22 2.34 3.63
C -3.92 2.25 4.83
C -3.96 1.04 5.52
C -3.30 -0.06 5.01
C -2.59 0.03 3.82
C -1.55 2.99 1.03
C -0.97 3.91 1.90
C -0.75 5.22 1.50
C -1.11 5.63 0.22
C -1.67 4.72 -0.66
C -1.89 3.41 -0.26
H -2.66 0.64 -0.58
H -3.16 -0.45 0.70
H -4.20 2.42 0.72
H -4.85 1.01 1.54
H -6.08 3.95 -1.91
H -4.94 5.27 -3.63
H -3.04 4.30 -4.89
H -2.32 1.98 -4.42
H -3.47 0.65 -2.72
H -8.59 0.87 -0.65
H -10.43 2.24 0.26
H -9.93 4.40 1.34
H -7.59 5.18 1.51
H -5.77 3.84 0.60
H -3.21 3.28 3.10
H -4.45 3.11 5.21
H -4.51 0.97 6.45
H -3.33 -1.01 5.54
H -2.08 -0.85 3.45
H -0.66 3.60 2.89
H -0.28 5.92 2.18
H -0.93 6.65 -0.09
H -1.94 5.02 -1.66
H -2.31 2.71 -0.97
S 5.40 2.08 1.57
P 5.11 0.27 0.90
S 3.38 -0.75 1.37
C 5.22 0.18 -0.92
C 4.12 -0.05 -1.73
C 4.25 -0.05 -3.11
C 5.49 0.17 -3.69
C 6.59 0.41 -2.88
C 6.46 0.42 -1.51
C 6.37 -0.91 1.46
C 6.44 -2.18 0.89
C 7.37 -3.09 1.35
C 8.23 -2.74 2.38
C 8.16 -1.48 2.95
C 7.23 -0.56 2.49
H 3.15 -0.24 -1.28
H 3.38 -0.24 -3.73
H 5.59 0.17 -4.76
H 7.56 0.59 -3.33
H 7.33 0.62 -0.88
H 5.77 -2.45 0.09
H 7.43 -4.07 0.90
H 8.96 -3.46 2.74
H 8.84 -1.21 3.75
H 7.17 0.43 2.92
N 3.11 7.23 -0.32
C 2.83 6.14 -0.12
C 2.44 4.77 0.12
C 1.92 4.01 -0.91
C 1.50 2.71 -0.65
C 1.59 2.12 0.62
C 2.15 2.93 1.62
C 2.57 4.23 1.39
H 1.82 4.43 -1.90
H 1.08 2.15 -1.48
H 2.27 2.54 2.63
H 2.99 4.82 2.19
F -1.12 -1.72 -8.33
C -1.26 -0.46 -7.89
F -2.51 -0.08 -8.21
F -0.43 0.30 -8.61
C -1.00 -0.35 -6.41
C 0.02 0.44 -5.91
C 0.23 0.51 -4.54
C -0.58 -0.21 -3.67
C -1.60 -1.02 -4.18
C -1.81 -1.08 -5.54
C -0.37 -0.12 -2.25
C -0.19 -0.05 -1.05
H 0.64 1.01 -6.59
H 1.02 1.14 -4.14
H -2.22 -1.58 -3.50
H -2.61 -1.70 -5.94
*
```

Löwdin atomic charge list, values in e, 99 entries: Hf 1.22; C -0.04; C -0.30; C -0.15; C -0.13; C -0.14; C 0.06; C -0.25; F 0.08; C 0.09; C -0.03; C -0.27; O -0.23; C -0.01; C 0.04; N 0.04; C -0.06; C -0.57; O 0.07; O -0.35; H 0.09; H 0.10; H 0.08; H 0.16; H 0.14; H 0.12; H 0.12; H 0.13; H 0.13; H 0.12; H 0.14; C -0.40; Te 1.26; C -0.42; H 0.00; H -0.03; H 0.00; H 0.01; H -0.08; H 0.00; C -0.40; C -0.44; As 1.31; C -0.40; C -0.10; C -0.09; C -0.09; C -0.07; C -0.15; C -0.42; C -0.13; C -0.09; C -0.09; C -0.08; C -0.12; P 1.04; C -0.36; C -0.09; C -0.07; C -0.08; C -0.07; C -0.11; C -0.37; C -0.11; C -0.07; C -0.08; C -0.07; C -0.08; H 0.03; H 0.09; H 0.04; H 0.07; H 0.09; H 0.10; H 0.10; H 0.09; H 0.08; H 0.09; H 0.10; H 0.10; H 0.10; H 0.10; H 0.10; H 0.10; H 0.10; H 0.11; H 0.07; H 0.11; H 0.11; H 0.11; H 0.10; H 0.08; S 0.29; P 0.13; S 0.29; C -0.38; C -0.11; C -0.08; C -0.08

=====

2.
This record from the OMol25 dataset describes C70H60AsBiN3P2SSbSe2Si as an isolated structure in a non-equilibrium geometry. The level of theory is wB97M-V/def2-TZVPD.

Results
HOMO energy (spin up / spin down) in Eh: -0.2432 / -0.2608
Energy above the lowest of the compared OMol25 structures with the same formula, charge and spin in kJ/mol: 77.43
Lowest unoccupied orbital energy (spin up / spin down) in eV: -0.87 / -1.05

Structure (ORCA input):
```
! RIJCOSX wB97M-V def2-TZVPD def2/J DEFGRID3
* xyz 0 1
Bi 0.18 -0.51 0.00
S -0.84 1.83 1.06
C -0.78 2.25 2.79
C -1.18 3.55 3.13
C -1.14 3.99 4.44
C -0.69 3.14 5.44
C -0.32 1.85 5.12
C -0.37 1.38 3.81
As 0.26 -0.40 3.36
C 2.07 -0.12 4.07
C 2.77 0.98 3.57
C 4.10 1.17 3.90
C 4.76 0.26 4.72
C 4.06 -0.83 5.22
C 2.73 -1.02 4.90
C -0.51 -1.56 4.73
C -0.12 -2.89 4.65
C -0.70 -3.86 5.45
C -1.70 -3.51 6.35
C -2.12 -2.19 6.41
C -1.54 -1.22 5.61
H -1.51 4.21 2.34
H -1.45 5.00 4.67
H -0.62 3.49 6.47
H 0.04 1.18 5.90
H 2.26 1.69 2.93
H 4.63 2.02 3.50
H 5.81 0.39 4.95
H 4.57 -1.54 5.86
H 2.19 -1.87 5.30
H 0.65 -3.18 3.93
H -0.38 -4.89 5.38
H -2.17 -4.26 6.96
H -2.92 -1.91 7.09
H -1.89 -0.20 5.65
Se 2.74 -6.63 -2.36
P 2.28 -5.06 -3.67
C 3.58 -4.71 -4.89
C 4.49 -5.72 -5.18
C 5.43 -5.53 -6.19
C 5.47 -4.33 -6.88
C 4.56 -3.32 -6.59
C 3.61 -3.51 -5.60
C 0.82 -5.52 -4.67
C 0.78 -5.37 -6.05
C -0.28 -5.89 -6.77
C -1.30 -6.56 -6.12
C -1.26 -6.71 -4.74
C -0.21 -6.19 -4.02
C 1.90 -3.46 -2.89
C 1.84 -3.11 -1.51
N 1.25 -1.87 -1.46
N 1.23 -1.39 -2.80
N 1.44 -2.50 -3.67
P 2.64 -3.65 0.01
Se 2.92 -1.99 1.31
C 1.58 -4.88 0.80
C 1.93 -5.37 2.05
C 1.09 -6.28 2.69
C -0.10 -6.67 2.09
C -0.47 -6.14 0.86
C 0.37 -5.23 0.22
C 4.31 -4.28 -0.33
C 5.18 -3.38 -0.94
C 6.52 -3.69 -1.06
C 6.99 -4.91 -0.58
C 6.12 -5.81 0.01
C 4.77 -5.50 0.14
H 4.47 -6.65 -4.63
H 6.13 -6.32 -6.42
H 6.21 -4.18 -7.66
H 4.58 -2.39 -7.15
H 2.89 -2.74 -5.36
H 1.58 -4.86 -6.57
H -0.30 -5.79 -7.85
H -2.12 -6.99 -6.69
H -2.05 -7.26 -4.23
H -0.15 -6.34 -2.95
H 2.84 -5.04 2.52
H 1.37 -6.68 3.65
H -0.75 -7.38 2.58
H -1.40 -6.43 0.40
H 0.09 -4.80 -0.73
H 4.81 -2.42 -1.27
H 7.21 -2.98 -1.51
H 8.05 -5.15 -0.66
H 6.48 -6.76 0.37
H 4.09 -6.20 0.60
C 2.37 -0.47 -3.03
Si -0.45 -0.21 -2.63
C -0.16 0.95 -4.10
C -1.70 -1.47 -3.31
C -2.56 -1.14 -4.35
C -3.46 -2.06 -4.85
C -3.55 -3.32 -4.29
C -2.74 -3.65 -3.21
C -1.82 -2.74 -2.74
H 2.39 -0.22 -4.09
H 3.30 -0.97 -2.75
H 2.25 0.43 -2.42
H 0.00 0.39 -5.03
H 0.69 1.63 -3.95
H -1.04 1.58 -4.23
H -2.52 -0.14 -4.79
H -4.11 -1.79 -5.68
H -4.24 -4.05 -4.69
H -2.84 -4.61 -2.74
H -1.18 -3.01 -1.90
C -5.21 3.23 -5.65
C -5.58 2.24 -4.75
C -4.88 2.08 -3.56
C -3.81 2.91 -3.25
C -3.45 3.90 -4.16
C -4.14 4.06 -5.35
Sb -2.54 2.70 -1.50
C -3.89 1.45 -0.38
C -4.44 1.91 0.82
C -5.30 1.10 1.55
C -5.61 -0.18 1.11
C -5.03 -0.66 -0.06
C -4.18 0.16 -0.80
C -3.32 4.52 -0.65
C -2.51 5.36 0.09
C -3.03 6.49 0.71
C -4.38 6.79 0.58
C -5.20 5.96 -0.19
C -4.67 4.83 -0.80
H -5.75 3.35 -6.58
H -6.42 1.59 -4.98
H -5.18 1.30 -2.87
H -2.60 4.54 -3.94
H -3.84 4.84 -6.05
H -4.19 2.89 1.20
H -5.74 1.48 2.47
H -6.28 -0.80 1.68
H -5.25 -1.66 -0.41
H -3.74 -0.23 -1.71
H -1.45 5.13 0.19
H -2.39 7.13 1.30
H -4.80 7.66 1.07
H -6.25 6.21 -0.31
H -5.31 4.19 -1.38
*
```

Löwdin atomic charge list, values in e, 99 entries: Bi 1.02; S 0.30; C -0.67; C -0.13; C -0.09; C -0.09; C -0.13; C -0.43; As 1.23; C -0.43; C -0.13; C -0.09; C -0.09; C -0.09; C -0.12; C -0.38; C -0.14; C -0.09; C -0.09; C -0.09; C -0.10; H 0.07; H 0.10; H 0.10; H 0.10; H 0.10; H 0.10; H 0.10; H 0.10; H 0.09; H 0.08; H 0.09; H 0.10; H 0.10; H 0.09; Se 0.43; P 0.58; C -0.35; C -0.10; C -0.07; C -0.08; C -0.08; C -0.10; C -0.33; C -0.06; C -0.07; C -0.08; C -0.08; C -0.12; C -0.38; C -0.41; N -0.34; N -0.36; N 0.09; P 0.58; Se 0.32; C -0.37; C -0.11; C -0.08; C -0.07; C -0.07; C -0.10; C -0.40; C -0.11; C -0.07; C -0.08; C -0.07; C -0.13; H 0.06; H 0.11; H 0.10; H 0.10; H 0.08; H 0.10; H 0.11; H 0.10; H 0.11; H 0.07; H 0.11; H 0.11; H 0.11; H 0.11; H 0.08; H 0.09; H 0.11; H 0.10; H 0.11; H 0.09; C -0.05; Si 0.54; C -0.23; C -0.32; C -0.11; C -0.08; C -0.08; C -0.09; C -0.12; H 0.09; H 0.09

=====

3.
This record from the OMol25 dataset describes a 10-piece molecular cluster, C70H62F16O5S overall in a non-equilibrium geometry. The level of theory is wB97M-V/def2-TZVPD.

Results
HOMO energy in Eh: -0.3355
Lowest unoccupied orbital energy in eV: -1.00
SMILES: CCCOC1=C(S(=O)(=O)C(F)(F)C(F)(F)C(F)(F)F)C(=O)C=C([C@H](C)CC)C1=O.Fc1ccccc1.Fc1ccccc1.Fc1ccccc1.Fc1ccccc1.Fc1ccccc1.Fc1ccccc1.Fc1ccccc1.Fc1ccccc1.Fc1ccccc1

Structure (ORCA input):
```
! RIJCOSX wB97M-V def2-TZVPD def2/J DEFGRID3
* xyz 0 1
C 1.77 3.29 3.66
C 2.19 2.04 2.83
C 1.47 1.94 1.46
O 0.43 0.92 1.45
C -0.51 1.10 2.36
C -0.74 0.27 3.35
S 0.19 -1.23 3.61
O 1.16 -0.96 4.62
O 0.81 -1.73 2.43
C -0.89 -2.58 4.29
F -0.16 -3.68 4.19
F -1.07 -2.38 5.58
C -2.23 -2.83 3.51
F -2.39 -2.01 2.48
F -2.21 -4.06 2.99
C -3.52 -2.76 4.37
F -4.55 -2.75 3.52
F -3.68 -3.83 5.10
F -3.62 -1.67 5.09
C -1.86 0.61 4.32
O -1.77 0.46 5.48
C -3.09 1.15 3.65
C -2.89 1.98 2.66
C -4.08 2.54 1.90
C -3.72 3.10 0.52
C -4.91 3.54 2.79
C -4.44 5.02 2.68
C -1.46 2.31 2.29
O -1.12 3.40 2.02
H 0.99 2.99 4.37
H 2.66 3.63 4.19
H 1.37 4.07 3.00
H 3.26 2.10 2.65
H 2.00 1.11 3.38
H 2.22 1.62 0.72
H 1.10 2.93 1.18
H -4.09 0.85 3.97
H -4.75 1.70 1.73
H -3.22 4.07 0.54
H -3.05 2.41 -0.01
H -4.64 3.17 -0.07
H -5.97 3.38 2.58
H -4.71 3.24 3.82
H -3.40 5.07 2.35
H -5.10 5.54 1.99
H -4.47 5.46 3.67
F -6.06 0.28 3.72
C -6.84 0.65 4.77
C -8.11 1.12 4.52
C -8.91 1.49 5.59
C -8.42 1.40 6.89
C -7.13 0.94 7.11
C -6.33 0.55 6.05
H -8.47 1.19 3.50
H -9.92 1.85 5.42
H -9.04 1.70 7.72
H -6.75 0.87 8.12
H -5.33 0.18 6.20
F 4.01 1.73 0.30
C 4.60 2.82 -0.25
C 4.77 3.95 0.52
C 5.38 5.07 -0.05
C 5.79 5.03 -1.37
C 5.61 3.88 -2.13
C 5.01 2.76 -1.56
H 4.43 3.96 1.55
H 5.52 5.96 0.54
H 6.26 5.90 -1.82
H 5.92 3.86 -3.16
H 4.86 1.86 -2.14
F 6.07 3.67 -5.15
C 4.88 3.98 -5.70
C 4.77 4.04 -7.08
C 3.55 4.36 -7.65
C 2.45 4.61 -6.83
C 2.57 4.54 -5.45
C 3.79 4.22 -4.88
H 5.64 3.85 -7.69
H 3.45 4.41 -8.72
H 1.50 4.86 -7.28
H 1.72 4.75 -4.82
H 3.90 4.16 -3.80
F -7.70 4.74 0.83
C -8.23 5.77 1.52
C -7.72 7.04 1.34
C -8.27 8.10 2.05
C -9.31 7.88 2.93
C -9.82 6.60 3.11
C -9.28 5.54 2.39
H -6.90 7.19 0.65
H -7.87 9.10 1.91
H -9.73 8.71 3.49
H -10.63 6.43 3.80
H -9.66 4.53 2.51
F -0.53 6.07 -3.97
C -1.30 5.09 -4.47
C -2.11 4.37 -3.61
C -2.91 3.36 -4.12
C -2.89 3.08 -5.48
C -2.07 3.81 -6.33
C -1.27 4.83 -5.82
H -2.11 4.60 -2.55
H -3.56 2.80 -3.46
H -3.51 2.29 -5.88
H -2.04 3.59 -7.39
H -0.63 5.41 -6.47
F -2.53 -10.01 4.66
C -1.52 -9.18 4.33
C -1.78 -7.84 4.17
C -0.74 -6.98 3.84
C 0.54 -7.49 3.67
C 0.79 -8.85 3.83
C -0.25 -9.70 4.17
H -2.79 -7.47 4.30
H -0.92 -5.93 3.71
H 1.36 -6.82 3.41
H 1.79 -9.24 3.69
H -0.08 -10.76 4.31
F 7.73 0.01 -8.09
C 8.10 -0.05 -6.80
C 7.42 0.69 -5.86
C 7.81 0.62 -4.53
C 8.88 -0.18 -4.16
C 9.56 -0.92 -5.12
C 9.17 -0.86 -6.45
H 6.59 1.31 -6.17
H 7.27 1.19 -3.78
H 9.18 -0.24 -3.12
H 10.40 -1.54 -4.83
H 9.69 -1.43 -7.21
F 13.41 -3.14 -4.47
C 13.04 -3.51 -5.71
C 12.63 -4.81 -5.94
C 12.25 -5.19 -7.22
C 12.29 -4.27 -8.25
C 12.71 -2.97 -8.01
C 13.08 -2.58 -6.73
H 12.61 -5.52 -5.12
H 11.91 -6.20 -7.40
H 11.99 -4.57 -9.25
H 12.74 -2.25 -8.82
H 13.40 -1.57 -6.53
F -6.95 -13.56 0.48
C -5.81 -12.94 0.83
C -4.67 -13.15 0.09
C -3.50 -12.50 0.46
C -3.49 -11.65 1.56
C -4.65 -11.45 2.30
C -5.82 -12.09 1.93
H -4.69 -13.82 -0.76
H -2.59 -12.65 -0.12
H -2.57 -11.15 1.84
H -4.63 -10.80 3.16
H -6.74 -11.95 2.48
*
```

Löwdin atomic charge list, values in e, 99 entries: C -0.08; C -0.18; C -0.12; O 0.01; C -0.22; C -0.12; S 0.78; O -0.25; O -0.23; C -0.48; F 0.14; F 0.16; C -0.37; F 0.17; F 0.16; C -0.60; F 0.18; F 0.22; F 0.20; C -0.37; O 0.16; C 0.06; C -0.10; C -0.29; C -0.06; C -0.18; C -0.07; C -0.23; O 0.17; H 0.07; H 0.07; H 0.06; H 0.09; H 0.10; H 0.11; H 0.11; H 0.11; H 0.13; H 0.06; H 0.09; H 0.09; H 0.10; H 0.10; H 0.06; H 0.06; H 0.07; F 0.04; C -0.28; C -0.02; C -0.08; C -0.09; C -0.07; C -0.01; H 0.12; H 0.10; H 0.10; H 0.11; H 0.11; F 0.03; C -0.27; C -0.01; C -0.07; C -0.08; C -0.10; C -0.01; H 0.11; H 0.11; H 0.11; H 0.08; H 0.12; F 0.03; C -0.27; C -0.02; C -0.08; C -0.09; C -0.06; C 0.00; H 0.12; H 0.11; H 0.09; H 0.10; H 0.09; F 0.05; C -0.29; C -0.03; C -0.08; C -0.10; C -0.08; C -0.02; H 0.12; H 0.11; H 0.10; H 0.10; H 0.11; F 0.06; C -0.29; C -0.01; C -0.08; C -0.09